{
  "formula": "C16H25ClMoNO5P2S",
  "method": "wB97M-V/def2-TZVPD",
  "energy_ev": -72485.6514,
  "e_homo_ev": [-17.37, -17.38],
  "total_charge": 3,
  "de_lowest_kcal_mol": 0.0,
  "multiplicity": 3,
  "elements": ["C", "C", "H", "H", "H", "O", "Cl", "Mo", "P", "C", "C", "H", "H", "H", "H", "H", "H", "C", "H", "H", "H", "P", "C", "C", "H", "H", "H", "C", "H", "H", "H", "H", "H", "H", "C", "O", "O", "S", "O", "N", "C", "O", "C", "C", "C", "C", "C", "C", "H", "H", "H", "H"],
  "positions_angstrom": [[0.51, 0.03, -5.26], [1.33, 0.36, -4.13], [1.16, 0.09, -6.14], [-0.33, 0.76, -5.37], [0.09, -0.99, -5.12], [1.76, 0.36, -3.03], [-2.34, -0.06, -1.28], [-0.30, 0.14, 0.05], [-0.12, 2.46, -0.54], [1.06, 3.36, 0.51], [-0.10, 3.30, -2.14], [0.02, 4.37, -2.12], [-2.05, 3.91, -0.16], [-1.03, 3.06, -2.63], [-2.48, 2.17, -0.11], [2.05, 3.11, 0.14], [0.71, 2.90, -2.73], [-1.74, 2.91, 0.19], [0.91, 4.44, 0.47], [-1.62, 2.92, 1.28], [1.00, 3.08, 1.56], [-0.05, -2.32, -0.23], [1.34, -2.91, 0.82], [-1.50, -3.17, 0.49], [-0.71, -2.97, -2.39], [0.13, -4.32, -1.56], [1.07, -3.00, -2.31], [0.16, -3.26, -1.79], [-2.36, -2.93, -0.14], [-1.30, -4.24, 0.52], [1.31, -3.99, 0.92], [1.22, -2.43, 1.79], [-1.68, -2.77, 1.49], [2.27, -2.57, 0.36], [1.63, 0.11, -0.15], [2.75, 0.31, 0.23], [0.05, 2.82, 3.40], [0.25, 1.39, 3.60], [1.53, 0.88, 3.97], [-0.39, 0.52, 2.15], [-1.54, -0.14, 2.58], [-2.39, -0.47, 1.71], [-1.65, -0.37, 4.00], [-2.65, -1.13, 4.61], [-2.67, -1.13, 6.01], [-1.78, -0.30, 6.77], [-0.86, 0.52, 6.09], [-0.90, 0.53, 4.70], [-3.42, -1.52, 3.95], [-3.44, -1.69, 6.55], [-1.83, -0.21, 7.86], [-0.13, 1.17, 6.57]],
  "lowdin_charge": [0.0978, 0.0989, 0.1576, 0.1631, 0.1602, 0.2865, 0.0799, 0.9884, 0.7525, -0.1972, -0.1981, 0.0870, 0.0929, 0.0592, -0.0096, 0.0570, 0.0220, -0.2273, 0.0924, 0.0506, 0.0166, 0.7553, -0.2091, -0.2010, 0.0449, 0.0793, 0.0494, -0.2052, 0.0544, 0.0843, 0.0810, 0.0580, 0.0422, 0.0517, -0.3121, 0.1663, -0.2714, 0.7634, -0.2384, -0.1564, -0.5094, -0.0314, -0.1776, 0.0418, 0.0171, 0.0323, 0.0050, -0.1939, 0.1382, 0.1309, 0.1397, 0.1405]
}